Entry 1:
Entry from the Open Molecules 2025 dataset: a 3-piece molecular cluster, C4H12O3 overall in a non-equilibrium geometry (the ωB97M-V functional and the def2-TZVPD basis).

Calculated values
Lowest unoccupied orbital energy (spin up / spin down), Ha: 0.1367 / 0.1337
Kohn-Sham gap (spin up / spin down), eV: 2.901 / 7.144
HOMO (spin up / spin down), eV: 0.8 / -3.5
Total energy, Ha: -385.2083
Expectation value of S²: 0.75
Relative energy (zero: lowest compared OMol25 entry of this formula, charge and spin), kcal per mole: 56.5

The geometry in ORCA input format:
```
! RIJCOSX wB97M-V def2-TZVPD def2/J DEFGRID3
* xyz -1 2
C 1.70 -0.55 1.81
C -0.33 -0.50 -1.59
O 0.43 0.11 -2.72
C 0.61 -0.83 -0.52
C 1.04 -0.04 0.50
H 2.77 -0.99 1.73
H 1.09 -1.28 2.28
H 1.63 0.36 2.40
H -0.61 -1.44 -2.00
H -1.17 0.13 -1.29
H 0.30 1.08 -2.64
H 1.17 -1.70 -0.80
H 0.87 1.07 0.44
H -2.29 -1.22 1.51
H -2.49 -1.57 3.01
O -2.28 -0.81 2.42
H -0.12 2.95 -1.16
H -1.60 2.45 -1.49
O -0.72 2.79 -1.88
*
```


Entry 2:
Entry from the Open Molecules 2025 dataset: a 3-piece molecular cluster, C4H12O3 overall in a non-equilibrium geometry (the ωB97M-V functional and the def2-TZVPD basis).

Calculated values
Lowest unoccupied orbital energy (spin up / spin down), Ha: 0.1020 / 0.1016
Kohn-Sham gap (spin up / spin down), eV: 2.678 / 6.135
HOMO (spin up / spin down), eV: 0.1 / -3.4
Total energy, Ha: -385.2761
Expectation value of S²: 0.75
Relative energy (zero: lowest compared OMol25 entry of this formula, charge and spin), kcal per mole: 14.0

The geometry in ORCA input format:
```
! RIJCOSX wB97M-V def2-TZVPD def2/J DEFGRID3
* xyz -1 2
C 0.93 0.32 -0.94
C 0.44 1.76 -1.02
C 0.23 2.46 0.33
C -0.90 1.73 -1.80
O 2.14 -0.05 -0.65
H 0.20 -0.42 -1.28
H 1.15 2.24 -1.71
H 0.38 1.74 1.13
H -0.76 2.92 0.40
H 0.89 3.30 0.58
H -1.26 2.76 -1.88
H -1.60 1.16 -1.19
H -0.73 1.29 -2.77
H -4.37 -5.71 0.36
H -3.16 -5.88 1.23
O -4.11 -5.75 1.29
H 2.11 -0.16 2.67
H 2.30 0.49 1.22
O 2.01 0.63 2.14
*
```


Entry 3:
Entry from the Open Molecules 2025 dataset: a 2-piece molecular cluster, C4H12O3 overall in a non-equilibrium geometry (the ωB97M-V functional and the def2-TZVPD basis).

Calculated values
Lowest unoccupied orbital energy, Ha: 0.0261
Kohn-Sham gap, eV: 10.791
HOMO, eV: -10.1
Total energy, Ha: -385.2295
Relative energy (zero: lowest compared OMol25 entry of this formula, charge and spin), kcal per mole: 57.9
SMILES: OCCCCO.O

The geometry in ORCA input format:
```
! RIJCOSX wB97M-V def2-TZVPD def2/J DEFGRID3
* xyz 0 1
O -1.81 -0.37 2.18
C -1.06 0.63 1.44
C -0.96 0.57 -0.13
C 0.38 1.07 -0.80
C 0.99 -0.17 -1.53
O 2.07 0.23 -2.33
H -2.44 -0.91 1.65
H -1.47 1.53 1.63
H 0.00 0.46 1.81
H -1.63 1.22 -0.69
H -1.52 -0.35 -0.48
H 0.96 1.73 -0.17
H -0.01 1.84 -1.63
H 0.12 -0.71 -2.06
H 1.42 -0.76 -0.65
H 1.77 0.58 -3.18
O 1.16 -2.61 1.61
H 0.34 -2.16 2.10
H 1.67 -1.83 1.21
*
```


Entry 4:
Entry from the Open Molecules 2025 dataset: a 2-piece molecular cluster, C4H12O3 overall in a non-equilibrium geometry (the ωB97M-V functional and the def2-TZVPD basis).

Calculated values
Lowest unoccupied orbital energy, Ha: 0.0265
Kohn-Sham gap, eV: 10.858
HOMO, eV: -10.1
Total energy, Ha: -385.2710
Relative energy (zero: lowest compared OMol25 entry of this formula, charge and spin), kcal per mole: 31.9
SMILES: COCCCO.O

The geometry in ORCA input format:
```
! RIJCOSX wB97M-V def2-TZVPD def2/J DEFGRID3
* xyz 0 1
C 0.00 0.00 0.00
O 0.75 0.90 -0.79
C 1.85 1.49 -0.02
C 2.46 2.51 -0.98
C 4.03 2.70 -0.83
O 4.50 3.69 -1.64
H 0.67 -0.73 0.48
H -0.69 -0.54 -0.66
H -0.59 0.51 0.78
H 1.51 2.01 0.90
H 2.64 0.77 0.27
H 2.39 2.09 -2.00
H 1.94 3.49 -0.98
H 4.29 2.99 0.20
H 4.56 1.75 -1.05
H 4.30 4.52 -1.17
O 1.14 -3.53 1.49
H 1.53 -3.54 0.59
H 0.28 -3.07 1.38
*
```


Entry 5:
Entry from the Open Molecules 2025 dataset: one molecule with the formula C4H12OP2 in a non-equilibrium geometry (the ωB97M-V functional and the def2-TZVPD basis).

Calculated values
Lowest unoccupied orbital energy, Ha: 0.0358
Kohn-Sham gap, eV: 10.055
HOMO, eV: -9.1
Total energy, Ha: -917.4322
Relative energy (zero: lowest compared OMol25 entry of this formula, charge and spin), kcal per mole: 76.5
SMILES: CC(C)OC(P)P

The geometry in ORCA input format:
```
! RIJCOSX wB97M-V def2-TZVPD def2/J DEFGRID3
* xyz 0 1
C -1.87 -1.50 0.03
C -0.83 -0.47 0.58
C -0.58 -0.62 2.04
O 0.35 -0.32 -0.17
C 0.65 0.78 -0.96
P 1.26 2.20 0.28
P 1.93 0.55 -2.37
H -1.42 -2.52 0.00
H -2.75 -1.49 0.62
H -2.15 -1.52 -1.08
H -1.28 0.59 0.50
H -0.23 -1.55 2.43
H -1.57 -0.32 2.57
H 0.07 0.15 2.19
H -0.23 1.19 -1.40
H 2.53 2.17 -0.29
H 1.28 3.23 -0.72
H 1.85 -0.73 -2.73
H 3.00 0.19 -1.51
*
```


Entry 6:
Entry from the Open Molecules 2025 dataset: a 2-piece molecular cluster, C4H12OS overall in a non-equilibrium geometry (the ωB97M-V functional and the def2-TZVPD basis).

Calculated values
Lowest unoccupied orbital energy, Ha: 0.0367
Kohn-Sham gap, eV: 9.433
HOMO, eV: -8.4
Total energy, Ha: -633.0036
Relative energy (zero: lowest compared OMol25 entry of this formula, charge and spin), kcal per mole: 14.8
SMILES: CCCSC.O

The geometry in ORCA input format:
```
! RIJCOSX wB97M-V def2-TZVPD def2/J DEFGRID3
* xyz 0 1
C 1.42 0.00 0.55
C 0.54 -0.76 1.55
C -0.12 0.10 2.65
S -0.50 1.85 2.21
C -1.69 1.64 0.83
H 2.05 0.77 0.99
H 2.03 -0.69 -0.03
H 0.69 0.57 -0.04
H 1.16 -1.49 2.07
H -0.27 -1.30 1.06
H 0.60 0.31 3.45
H -1.01 -0.38 3.02
H -2.72 1.97 1.00
H -1.19 2.13 0.00
H -1.82 0.57 0.65
O 0.29 -1.93 -6.33
H 0.69 -1.08 -6.51
H -0.15 -2.27 -7.12
*
```


Entry 7:
Entry from the Open Molecules 2025 dataset: a 2-piece molecular cluster, C4H12OS overall (the ωB97M-V functional and the def2-TZVPD basis).

Calculated values
Lowest unoccupied orbital energy, Ha: 0.0328
Kohn-Sham gap, eV: 9.446
HOMO, eV: -8.6
Total energy, Ha: -632.9917
Relative energy (zero: lowest compared OMol25 entry of this formula, charge and spin), kcal per mole: 22.2
SMILES: CCO.CSC

The geometry in ORCA input format:
```
! RIJCOSX wB97M-V def2-TZVPD def2/J DEFGRID3
* xyz 0 1
C 1.91 -0.15 0.56
C 2.67 -1.34 -0.03
O 4.06 -1.25 0.25
H 2.56 0.38 1.25
H 1.10 -0.52 1.20
H 1.48 0.55 -0.16
H 2.23 -2.25 0.36
H 2.56 -1.38 -1.11
H 4.35 -2.03 0.73
C -2.61 -0.25 0.42
S -1.87 1.39 0.51
C -2.44 2.05 -1.06
H -2.11 -0.84 -0.35
H -2.40 -0.75 1.37
H -3.68 -0.21 0.30
H -1.74 2.00 -1.90
H -2.73 3.09 -0.93
H -3.31 1.51 -1.40
*
```


Entry 8:
Entry from the Open Molecules 2025 dataset: a 2-piece molecular cluster, C4H12PS overall in a non-equilibrium geometry (the ωB97M-V functional and the def2-TZVPD basis).

Calculated values
Lowest unoccupied orbital energy (spin up / spin down), Ha: -0.1863 / -0.1752
Kohn-Sham gap (spin up / spin down), eV: 8.061 / 8.057
HOMO (spin up / spin down), eV: -13.1 / -12.8
Total energy, Ha: -898.7335
Relative energy (zero: lowest compared OMol25 entry of this formula, charge and spin), kcal per mole: 127.6

The geometry in ORCA input format:
```
! RIJCOSX wB97M-V def2-TZVPD def2/J DEFGRID3
* xyz 1 1
C 0.09 1.46 -0.95
C 1.20 0.26 1.59
C 1.16 -1.27 -0.96
C -1.38 -0.75 0.49
P 0.20 -0.06 0.01
S -2.46 -0.74 -0.84
H 0.49 2.42 -0.60
H -1.04 1.78 -1.12
H 0.44 1.17 -2.05
H 0.79 0.96 2.35
H 2.03 0.88 1.14
H 1.87 -0.55 1.94
H 1.01 -2.17 -0.35
H 2.33 -1.03 -0.96
H 0.43 -1.20 -1.88
H -1.51 -1.39 1.35
H -1.93 1.00 1.20
H -3.72 -0.79 -0.34
*
```


Entry 9:
Entry from the Open Molecules 2025 dataset: an isolated ion of composition C4H12PS and charge +1 in a non-equilibrium geometry (the ωB97M-V functional and the def2-TZVPD basis).

Calculated values
Lowest unoccupied orbital energy, Ha: -0.1321
Kohn-Sham gap, eV: 9.940
HOMO, eV: -13.5
Total energy, Ha: -898.8804
Relative energy (zero: lowest compared OMol25 entry of this formula, charge and spin), kcal per mole: 35.4

The geometry in ORCA input format:
```
! RIJCOSX wB97M-V def2-TZVPD def2/J DEFGRID3
* xyz 1 1
C -0.69 -1.45 -0.47
C -1.93 1.26 -0.82
C 0.97 0.91 -1.26
C 1.06 -0.18 2.42
P -0.49 0.37 -0.33
S -0.39 0.78 1.89
H 0.18 -1.83 -1.12
H -1.65 -1.80 -0.95
H -0.64 -1.75 0.56
H -1.80 2.24 -0.58
H -2.91 0.92 -0.51
H -1.96 1.01 -1.89
H 1.10 2.01 -0.98
H 0.85 0.68 -2.34
H 1.89 0.24 -0.96
H 0.60 -1.22 2.77
H 1.39 0.24 3.35
H 1.79 -0.07 1.72
*
```


Entry 10:
Entry from the Open Molecules 2025 dataset: a 2-piece molecular cluster, C4H12S overall (the ωB97M-V functional and the def2-TZVPD basis).

Calculated values
Lowest unoccupied orbital energy, Ha: 0.0373
Kohn-Sham gap, eV: 9.529
HOMO, eV: -8.5
Total energy, Ha: -557.7631
Relative energy (zero: lowest compared OMol25 entry of this formula, charge and spin), kcal per mole: 4.6
SMILES: CSC.CC

The geometry in ORCA input format:
```
! RIJCOSX wB97M-V def2-TZVPD def2/J DEFGRID3
* xyz 0 1
C 1.85 1.23 2.35
S 0.05 1.23 2.50
C -0.44 1.77 0.84
H 2.14 0.52 1.58
H 2.19 0.85 3.31
H 2.23 2.24 2.20
H -1.52 1.89 0.90
H 0.05 2.71 0.61
H -0.19 1.04 0.07
C -1.57 -1.65 -1.91
C -0.05 -1.73 -1.68
H -1.81 -1.41 -2.95
H -2.04 -2.59 -1.65
H -1.98 -0.83 -1.33
H 0.26 -2.69 -1.25
H 0.29 -0.96 -1.00
H 0.53 -1.63 -2.59
*
```


Entry 11:
Entry from the Open Molecules 2025 dataset: a 2-piece molecular cluster, C4H12S overall in a non-equilibrium geometry (the ωB97M-V functional and the def2-TZVPD basis).

Calculated values
Lowest unoccupied orbital energy, Ha: 0.0357
Kohn-Sham gap, eV: 9.531
HOMO, eV: -8.6
Total energy, Ha: -557.7254
Relative energy (zero: lowest compared OMol25 entry of this formula, charge and spin), kcal per mole: 28.3
SMILES: CSC.CC

The geometry in ORCA input format:
```
! RIJCOSX wB97M-V def2-TZVPD def2/J DEFGRID3
* xyz 0 1
C -1.53 1.84 0.85
S -0.83 1.03 2.39
C 1.12 1.07 2.26
H -1.27 1.31 -0.14
H -2.60 1.81 0.87
H -1.15 2.94 0.86
H 1.38 0.87 1.31
H 1.58 0.39 3.00
H 1.46 2.10 2.54
C -0.44 -1.29 -1.70
C 0.89 -2.13 -1.72
H -0.75 -1.13 -2.75
H -1.18 -1.67 -1.06
H -0.23 -0.27 -1.34
H 0.77 -2.89 -2.51
H 1.15 -2.47 -0.84
H 1.65 -1.52 -2.04
*
```


Entry 12:
Entry from the Open Molecules 2025 dataset: a 2-piece molecular cluster, C4H12S overall in a non-equilibrium geometry (the ωB97M-V functional and the def2-TZVPD basis).

Calculated values
Lowest unoccupied orbital energy, Ha: 0.0371
Kohn-Sham gap, eV: 9.521
HOMO, eV: -8.5
Total energy, Ha: -557.7602
Relative energy (zero: lowest compared OMol25 entry of this formula, charge and spin), kcal per mole: 6.4
SMILES: CSC.CC

The geometry in ORCA input format:
```
! RIJCOSX wB97M-V def2-TZVPD def2/J DEFGRID3
* xyz 0 1
C -0.26 -0.37 -1.75
S 1.27 0.26 -1.04
C 1.70 -1.13 -0.03
H -0.80 -0.95 -1.01
H -0.93 0.40 -2.12
H -0.01 -1.06 -2.56
H 0.88 -1.49 0.58
H 2.48 -0.83 0.67
H 2.07 -2.02 -0.54
C -1.65 0.20 2.44
C -2.04 0.91 1.11
H -2.52 -0.16 2.99
H -1.00 -0.65 2.29
H -1.07 0.89 3.04
H -1.25 1.62 0.94
H -2.98 1.40 1.31
H -2.19 0.27 0.24
*
```


Please write out number 3 again, unchanged.
Entry from the Open Molecules 2025 dataset: a 2-piece molecular cluster, C4H12O3 overall in a non-equilibrium geometry (the ωB97M-V functional and the def2-TZVPD basis).

Calculated values
Lowest unoccupied orbital energy, Ha: 0.0261
Kohn-Sham gap, eV: 10.791
HOMO, eV: -10.1
Total energy, Ha: -385.2295
Relative energy (zero: lowest compared OMol25 entry of this formula, charge and spin), kcal per mole: 57.9
SMILES: OCCCCO.O

The geometry in ORCA input format:
```
! RIJCOSX wB97M-V def2-TZVPD def2/J DEFGRID3
* xyz 0 1
O -1.81 -0.37 2.18
C -1.06 0.63 1.44
C -0.96 0.57 -0.13
C 0.38 1.07 -0.80
C 0.99 -0.17 -1.53
O 2.07 0.23 -2.33
H -2.44 -0.91 1.65
H -1.47 1.53 1.63
H 0.00 0.46 1.81
H -1.63 1.22 -0.69
H -1.52 -0.35 -0.48
H 0.96 1.73 -0.17
H -0.01 1.84 -1.63
H 0.12 -0.71 -2.06
H 1.42 -0.76 -0.65
H 1.77 0.58 -3.18
O 1.16 -2.61 1.61
H 0.34 -2.16 2.10
H 1.67 -1.83 1.21
*
```